Here is a 11-piece molecular cluster, C86H182N10O4 overall at a distorted geometry from OMol25. Energies are from ωB97M-V with the def2-TZVPD basis set.

The net charge is +8. The calculation puts the HOMO-LUMO gap at 0.2673 Ha. The value obtained for the LUMO energy is -13.12 eV. The total energy comes out at -4230.8244 a.u.

```
282
Properties=species:S:1:pos:R:3:forces:R:3
O 1.2305 -0.0520 -3.1344 2.87 -0.25 -4.71
O -1.7989 -0.1290 1.3162 -1.01 1.70 -1.48
O 1.8707 -1.6053 -1.0692 0.16 -0.11 0.15
O -2.3380 1.8899 -0.8834 0.97 -0.74 1.73
N -2.6879 6.0398 -2.5875 2.22 0.83 0.03
N 0.1667 3.7663 3.8292 -0.94 -0.08 -2.11
N 4.3950 -3.7037 -4.5114 0.72 -0.41 0.32
N -6.6840 0.4146 0.0686 -0.46 1.21 0.42
N 1.4979 -0.7351 8.5250 -0.38 -3.25 0.03
N 3.9824 2.6097 -3.5529 -2.18 -2.67 -0.91
N -2.3491 -3.7942 3.6155 0.97 0.83 -1.11
N -2.1521 -4.2791 -3.3287 -0.48 -0.32 0.78
N -1.3472 1.3205 -6.3718 -0.30 0.25 0.45
N 6.0497 -2.8118 4.5071 -0.04 2.11 -0.33
C 1.9510 1.0029 11.9436 -0.74 1.15 0.09
C 4.1152 1.8318 -4.8848 -1.09 -2.16 0.95
C -2.4827 -5.0361 -4.5828 0.11 0.22 -0.02
C 0.3620 5.1036 4.5333 -1.77 -0.73 0.77
C -2.5872 -3.5804 2.1196 -0.78 -1.11 -0.86
C -3.0874 0.2856 -4.8780 1.34 -1.06 0.34
C -0.5165 2.4113 -5.6210 -1.65 -1.60 -0.27
C 4.8825 -4.3501 -5.8511 -0.84 0.45 0.87
C 1.5426 0.0293 -8.5734 -0.49 -1.63 -2.46
C 5.5817 1.7788 -5.2197 -0.96 2.40 -0.79
C -7.1068 2.7265 -3.1821 -1.13 -1.21 0.59
C 5.0478 -3.1596 3.3041 0.59 0.76 1.50
C -1.8863 7.2975 -3.0238 -0.23 0.97 -0.88
C -5.7027 -0.6053 -0.4030 -0.83 -1.92 -0.16
C -0.3612 -1.5860 7.0522 -0.04 -0.81 3.04
C 0.5867 -0.8884 6.1676 0.16 1.71 -0.09
C 4.9974 -4.4920 -3.2923 -1.90 0.25 -0.23
C 4.0439 -2.0572 2.9375 1.16 -1.49 0.08
C 4.1444 2.1120 -1.0582 -0.38 0.20 1.48
C -5.0949 7.0168 -3.0361 -0.87 1.49 0.08
C 7.1306 -3.8698 4.6212 -0.36 -1.28 1.54
C 0.5527 0.0498 -2.1805 -4.14 2.13 4.34
C 5.3999 -2.6021 5.9347 1.65 -0.48 -0.31
C -2.8339 1.8010 -6.7177 1.12 0.79 1.53
C -2.7958 5.9368 -1.0647 -1.17 -0.98 -0.57
C 6.8113 -1.4906 4.1954 -1.07 -0.73 -0.70
C -4.1370 5.9100 -3.3109 1.56 -0.60 -0.66
C -4.2482 -0.8050 5.3098 -0.08 -0.91 0.35
C -7.5185 1.0095 -1.1163 2.19 2.18 0.31
C -0.9444 5.9149 4.4641 -1.26 -0.38 -0.74
C 0.0633 4.0223 2.2804 0.00 0.65 0.66
C 4.6482 1.1901 0.0673 0.57 0.00 -0.38
C -1.3295 1.0997 -0.8209 -2.69 1.10 -2.70
C -0.5545 -5.0877 2.3730 -2.01 0.29 -0.13
C -0.8240 5.5876 -4.2460 1.10 0.26 -0.74
C -6.0453 1.2326 2.3780 -0.79 2.30 -0.01
C -3.8878 -3.5814 -1.6233 1.27 1.35 -0.92
C -1.6629 0.0167 -5.5479 -1.02 1.02 -0.22
C -1.1179 2.9985 4.2640 1.35 0.25 1.07
C 1.3709 2.0025 2.6893 -0.11 -0.75 -0.04
C -0.5892 1.0093 -2.0061 2.85 -1.89 0.29
C -0.5874 1.0320 -7.6456 0.63 -1.60 0.71
C 5.8920 3.2758 -4.9116 0.62 0.14 0.15
C -1.1197 0.0525 0.2235 -0.94 -1.29 4.42
C -0.3694 -6.0930 -2.4605 -0.36 1.82 -2.35
C -6.5214 1.9868 -1.9199 -0.38 -1.03 -1.71
C -7.5767 -0.1837 1.1511 0.19 -0.82 -0.49
C 5.0708 -2.3175 -4.2432 -2.31 1.49 -0.51
C -6.2286 7.2259 -4.1104 0.56 -1.11 -0.40
C 0.8720 2.9264 1.6411 -0.07 0.53 -2.43
C -0.7217 -4.5931 -2.8349 -0.41 -0.50 1.71
C 1.7559 0.3824 9.5030 -1.11 1.12 -0.44
C 5.4699 -3.3892 -2.3329 1.83 -1.03 1.62
C 2.2909 -2.0360 8.9144 0.24 0.52 -0.96
C 7.5469 -3.8683 6.1490 -0.55 0.35 -2.15
C 2.1077 -2.8727 -5.4694 0.45 -0.56 -0.38
C 0.9111 0.6459 -7.4008 0.13 1.36 0.93
C -1.3724 7.0285 -4.4604 -0.01 -1.07 0.31
C -5.9378 1.5120 0.8957 0.84 0.27 -1.00
C 0.8029 -6.2490 -1.5357 -0.27 -0.75 1.50
C -1.6623 -4.6450 1.3931 -1.06 -0.35 -0.30
C -0.0955 -0.8366 0.1664 4.55 -1.19 -4.11
C -3.1800 -4.7488 -2.2555 -0.28 -1.09 0.36
C 4.3893 1.6051 -2.4164 0.82 0.83 -1.64
C 2.5561 3.0840 -3.3292 0.51 0.69 0.98
C -3.5271 1.6265 -5.3728 -1.03 0.04 -0.56
C 6.1806 -3.5852 6.8190 0.36 -0.95 0.84
C -0.8335 -4.0855 3.4742 1.20 -0.76 1.98
C 4.9849 -2.0057 -2.7581 0.92 -1.84 -0.49
C -0.8084 7.4073 4.6541 1.48 -0.36 0.44
C 2.8261 -3.7681 -4.4090 0.66 1.37 -0.64
C -3.1207 -5.0430 4.1898 0.75 0.07 -1.71
C 0.8875 -0.8737 -0.9746 -2.27 0.25 1.59
C -1.5395 5.0089 -3.0889 -2.64 -0.87 2.03
C 1.7794 -0.4513 7.0262 0.64 0.34 0.39
C -2.3591 -2.7302 -3.3379 -0.87 -0.26 -0.16
C -2.6510 -2.5723 4.4960 0.99 -0.55 0.46
C 1.4045 2.8826 3.9089 0.04 -0.01 0.10
C 1.3671 0.0473 10.9450 0.88 -1.40 -0.02
C 1.5066 -3.7057 -6.5837 0.53 -0.74 -0.42
C -4.1057 -2.1531 4.5561 0.22 0.72 0.04
C -0.0309 -1.1274 8.5318 -0.10 1.37 -0.98
C -2.8538 -2.4321 -1.9142 0.09 -0.55 1.30
C 4.8780 3.7349 -3.8200 0.96 0.89 0.51
C 2.8854 -2.6506 2.0840 0.64 1.72 0.65
C -6.7541 -0.0824 2.3772 0.68 -0.39 2.09
H -3.6687 -3.5997 1.9854 -0.04 -0.85 -0.28
H -0.4939 -4.4142 4.4565 0.06 0.01 0.08
H 2.6643 3.8110 -2.5243 -0.22 -0.01 0.17
H 5.6382 1.5720 -6.2884 0.44 -0.03 0.04
H -3.2253 1.1966 -7.5360 0.19 -0.18 0.18
H 0.1421 -1.6172 0.8740 -0.50 0.18 0.58
H 0.5045 4.9886 2.0363 0.20 0.07 0.58
H 2.3494 1.5873 2.4480 0.07 0.13 0.12
H 0.8090 -1.5003 5.2934 0.46 0.23 0.03
H 3.0393 1.0252 11.8871 -0.12 0.09 0.25
H -0.1910 -3.2643 3.1565 -1.05 1.05 0.44
H -5.0716 -1.0013 0.3926 0.17 0.77 0.15
H 4.5774 1.7679 0.9888 -0.58 -0.52 0.27
H 3.3619 -1.8337 8.9117 -0.06 0.43 -0.13
H 5.6288 -4.5118 6.9777 0.04 -0.27 -0.56
H 3.7656 0.8028 -4.8007 -0.50 -0.02 0.76
H 7.1730 -1.7014 3.1890 0.64 0.56 0.23
H 1.8523 2.3207 -2.9971 0.41 -0.39 -0.24
H -3.5158 6.6655 -0.6922 0.42 0.22 -0.06
H 2.1224 3.6657 -4.1425 0.54 -0.36 -0.50
H -4.1622 -4.8946 4.4752 0.39 0.86 0.31
H -0.8937 -0.2522 -4.8239 0.24 0.52 -0.12
H 6.1600 -0.6170 4.1717 -0.43 -0.32 -0.08
H -0.8530 1.7227 -2.7729 0.11 -0.04 -0.28
H 5.2447 4.1258 -2.8709 0.45 -0.20 -0.05
H 0.6983 1.1476 2.7585 -0.12 -0.06 0.37
H -1.5885 5.7302 3.6045 0.54 -0.36 -0.68
H 0.3028 -0.1145 11.1164 -0.15 0.40 -0.41
H 4.4958 -4.0508 3.6028 0.53 -0.26 0.01
H -2.8816 2.8597 -6.9726 0.61 -0.10 -0.47
H -1.0524 0.1081 -7.9897 -0.12 0.21 -0.61
H -4.6100 1.6669 -5.4907 -0.06 -0.09 -0.26
H -0.5918 7.7403 -4.7290 -0.01 -0.08 0.16
H -2.2544 -2.8738 5.4655 -0.57 -0.36 0.33
H -2.0840 4.0670 -3.1554 -0.09 -0.12 -0.79
H -1.7207 -0.7513 -6.3192 -0.07 -0.06 0.14
H 0.3884 1.9725 -5.2007 -0.03 -0.15 -0.42
H -0.3223 -1.7727 9.3605 0.60 -0.47 -0.32
H -3.7990 -0.5002 -5.1315 0.11 0.01 -0.44
H -5.1035 1.3925 2.9029 0.50 -1.28 -0.36
H -1.3808 -1.3042 6.7892 -0.05 -0.61 0.33
H 0.8316 -4.4545 -6.1693 -0.23 -0.05 -0.38
H 2.2337 3.5854 3.8275 0.09 -0.08 0.20
H 2.6440 -0.9523 6.5907 0.40 -0.21 1.05
H -3.9488 5.8455 -4.3826 0.51 0.09 -0.01
H 1.5144 2.2687 4.8029 -0.46 0.59 0.40
H -7.9344 0.1788 -1.6863 0.12 0.19 -0.05
H -6.9503 2.0519 -4.0238 0.05 0.36 -0.26
H 1.2997 0.5016 -9.5252 0.09 0.38 0.04
H -7.4235 -0.1913 3.2305 0.41 -0.45 0.22
H -1.0593 3.0308 5.3519 -0.16 -0.19 0.09
H 2.0321 0.6090 7.0277 -0.37 0.07 -0.39
H 5.6877 -1.6088 6.2792 -0.27 0.17 -0.44
H -1.0501 1.9614 3.9355 0.13 0.19 -0.26
H -0.7643 -6.1117 2.6817 0.55 0.02 -0.05
H -3.1746 -2.4154 -3.9891 -0.30 -0.90 -0.34
H 4.5243 -1.4712 -4.6595 -0.11 -0.52 -1.27
H -3.3474 2.4194 -4.6468 0.54 0.13 -0.19
H -1.9682 -1.7444 4.3047 -0.11 0.03 -1.14
H 6.6138 -4.7879 4.3421 0.25 -0.23 0.14
H 3.0568 2.1113 -0.9861 -0.18 0.27 0.44
H -2.6675 -5.3398 -1.4964 0.18 0.14 -0.25
H 7.5528 -1.2410 4.9543 0.24 -0.70 -0.22
H 8.0907 -4.7638 6.4496 -0.66 -0.34 -0.03
H 0.0973 0.0305 5.8448 0.00 0.00 -0.44
H 0.3927 -4.9438 1.8531 0.18 -0.23 0.70
H 0.0447 -4.1470 -3.4687 -0.41 0.05 -0.31
H 1.6961 3.3991 1.1067 0.31 0.07 0.20
H -1.2138 -4.2197 0.4953 -0.21 0.29 0.04
H -5.1195 -0.4471 -1.3102 -0.13 1.14 0.38
H -0.9021 4.7713 -2.2372 -0.05 0.69 0.26
H 5.3136 -3.6276 -1.2808 -0.60 -0.23 -0.07
H -5.8799 -0.7333 2.3940 -0.68 -1.08 0.11
H -1.8730 5.8636 -0.4893 0.39 0.95 -0.71
H 4.4850 3.1177 -0.8119 0.21 0.12 -0.52
H -4.8298 -3.4006 -2.1410 -0.06 0.12 0.13
H -5.3030 -0.5508 5.4133 0.05 0.11 -0.21
H 5.6975 -1.1999 -2.5820 0.18 -0.21 0.30
H 4.3139 -2.6743 5.8763 0.16 -0.38 -0.01
H -0.7322 -4.0668 -1.8805 0.46 0.31 -0.03
H -2.2966 8.2903 -2.8389 -1.20 -0.38 -0.31
H -3.5471 -4.8756 -4.7545 0.26 0.12 -0.58
H 6.3424 -3.2987 7.8581 -0.15 0.79 -0.12
H -8.1921 2.7930 -3.1070 -0.09 0.25 0.04
H -8.2863 1.6691 -0.7118 -0.22 -0.54 0.37
H -5.4767 6.8323 -2.0320 -0.34 0.55 0.00
H 8.3491 -3.1324 6.2046 -0.47 0.63 0.64
H -4.4922 -1.9465 3.5580 -0.01 -0.45 -0.16
H 2.5363 -3.4457 -3.4089 0.37 0.05 0.13
H 3.2070 -3.4300 1.3933 -0.08 0.05 0.11
H 1.1262 1.1868 9.1230 -0.49 0.11 0.12
H 3.7214 -1.5958 3.8709 -0.29 0.44 -0.30
H -1.5809 5.5296 5.2607 -0.02 0.08 0.22
H 4.0286 -1.7122 -2.3253 -0.31 -0.21 -0.46
H -2.0460 6.9941 -5.3166 -0.60 0.45 0.49
H 4.5279 -3.7504 -6.6894 0.34 0.21 0.16
H 0.5030 -6.0225 -0.5125 -0.16 -0.15 0.23
H 4.4042 -5.3238 -5.9571 0.09 -0.03 0.30
H 2.0993 -2.5119 9.8761 -0.74 0.52 -0.11
H 1.8131 -0.9055 11.2304 0.04 -0.32 -0.28
H 6.9548 3.4101 -4.7101 -0.21 0.30 0.41
H -0.5242 7.3695 5.7057 -0.28 1.62 0.18
H 4.6510 -1.4110 2.3036 -0.53 0.73 0.26
H -2.0437 -2.5145 -1.1897 0.32 -0.18 -0.01
H -1.8028 -4.7531 -5.3864 -0.35 0.35 -0.09
H -0.5794 -0.2138 8.7615 0.23 0.29 -0.17
H 1.7680 -5.7461 -1.5968 -0.23 0.29 -1.07
H 0.2341 5.6690 -3.9976 0.09 0.06 0.18
H -5.8408 1.2915 -2.4113 0.63 0.08 0.44
H 1.0498 -0.0820 -6.6014 -0.62 0.09 0.50
H 6.1799 1.0557 -4.6652 -0.22 0.12 0.07
H -7.7979 -1.2233 0.9093 -0.17 0.12 -0.19
H 0.0393 7.8091 4.0990 0.20 -0.09 -0.03
H -6.7588 3.7323 -3.4177 0.34 -0.19 0.35
H 0.4278 4.7837 5.5732 0.73 0.39 0.15
H 5.7054 0.9248 0.0554 0.28 0.36 -0.60
H 7.9902 -3.7399 3.9638 -0.37 0.47 -0.18
H 1.0928 -3.1779 -7.4430 -0.56 0.40 0.50
H 5.4323 1.4194 -2.6725 0.04 -0.17 0.38
H 5.7027 -3.2770 2.4407 0.02 -0.68 0.23
H 2.6169 -0.1524 -8.6015 0.00 0.38 0.59
H -3.2054 4.9523 -0.8389 -0.42 -0.16 -0.35
H -6.5279 2.0745 2.8744 -1.14 -0.19 -0.25
H 5.6434 3.9502 -5.7310 0.34 -0.52 -0.46
H 2.6055 -1.7499 1.5377 -0.67 -0.51 -0.56
H -0.9833 7.4368 -2.4295 0.06 -1.00 0.46
H -3.9512 -5.3895 -2.6832 0.55 -0.23 -0.46
H 4.2080 -5.0783 -2.8221 -0.37 0.16 -0.25
H 3.3751 2.2511 -5.5665 0.77 0.65 -0.39
H -3.2647 -1.4686 -1.6128 0.06 0.32 -1.05
H 6.1087 -2.2976 -4.5757 -0.21 -0.53 -0.16
H 5.6539 -5.2711 -3.6798 0.68 0.65 0.16
H -0.9687 4.1535 1.9550 -0.08 -0.67 0.40
H -5.9254 2.6986 -1.3487 -0.39 -0.41 0.47
H 2.5471 -4.8142 -4.5351 0.31 -0.06 -0.03
H 0.3270 2.4641 0.8181 -0.21 -0.39 0.27
H -0.0775 -6.5882 -3.3865 -0.39 -0.18 -0.16
H -4.0708 -3.7389 -0.5604 0.03 0.05 -0.11
H 2.7216 0.8605 9.3389 0.61 -0.91 0.35
H -4.6792 -2.9403 5.0454 -0.24 0.25 -0.10
H 2.0932 -2.7238 8.0922 -0.09 -0.17 0.23
H -0.1512 -2.6545 7.1008 -0.60 -0.20 -0.59
H 1.5783 0.7740 12.9420 0.43 -0.29 0.02
H -2.3493 -2.6246 1.6528 0.68 0.69 1.29
H -7.0837 7.8631 -3.8847 0.26 -0.15 0.87
H -2.1688 -5.5608 1.0881 -0.45 0.24 -0.12
H -6.3804 2.4685 0.6176 0.34 -0.16 -0.03
H 1.3346 -2.2560 -5.0112 0.36 0.26 0.25
H -2.5125 -5.5091 4.9650 -0.15 0.22 -0.02
H 0.9665 -7.3247 -1.6016 0.51 0.00 0.48
H -4.5383 4.9357 -3.0319 0.26 -0.06 0.38
H -1.5139 -2.2458 -3.8267 0.50 -0.09 0.89
H -3.0228 0.2470 -3.7906 0.30 0.17 0.09
H -5.8261 7.7008 -5.0052 0.37 -0.13 -0.01
H -1.2654 -6.5831 -2.0796 0.30 -0.19 0.12
H -3.2366 -5.7047 3.3314 0.43 -0.29 0.13
H 1.2588 5.6204 4.1917 -0.07 -0.29 -0.20
H 1.0830 -0.9533 -8.6806 0.11 -0.34 -0.25
H -8.5160 0.3450 1.3133 0.14 0.36 -0.65
H -1.6396 8.0433 4.3495 -0.28 -0.45 0.67
H -0.7852 1.8403 -8.3496 0.35 -0.01 0.04
H 2.3223 -4.2169 -7.0950 0.00 -0.54 0.20
H -4.8849 1.3893 0.6421 -0.07 0.63 -0.66
H -2.3317 -6.1057 -4.4363 0.00 0.08 0.37
H 2.8514 -2.2763 -5.9979 0.00 0.63 0.52
H 5.9655 -4.4713 -5.8259 -0.14 0.25 -0.01
H -1.1231 2.6994 -4.7624 0.00 0.50 -0.34
H -0.8285 4.8730 -5.0692 -0.43 0.63 -0.37
H -0.3465 3.1418 -6.4119 0.12 0.32 0.57
H 4.1576 0.2178 0.0238 -0.53 0.14 0.50
H 3.7905 0.6999 -2.5167 -0.02 0.03 -0.58
H -2.0868 3.4144 3.9878 0.57 0.43 -0.45
H 1.5196 1.9868 11.7596 0.42 0.35 -0.04
H -3.7058 -0.0024 4.8101 -0.03 -0.01 -0.04
H 4.2453 4.5354 -4.2034 0.10 -0.05 -0.17
H 6.5551 -3.4813 -2.3787 0.25 0.69 -0.13
H -6.2922 -1.4856 -0.6593 -0.33 -0.04 -0.15
H -4.6012 7.9857 -3.1110 0.37 -0.03 0.69
H 1.5578 1.4807 -7.1309 -0.46 0.53 0.24
H -3.8985 -0.9144 6.3364 0.18 0.12 0.06
H -6.6062 6.2544 -4.4293 -0.29 -0.02 -0.03
H 2.0448 -2.9425 2.7136 0.09 -0.32 -0.08
```
Forces are in eV/Å.